DFT (ωB97M-V with the def2-TZVPD basis set) results for a structure of composition C5H14N3Zn at a distorted geometry.

Geometry as XYZ:
```
23
Properties=species:S:1:pos:R:3
H -2.1982 -2.4595 -1.5596
H -0.4477 1.8885 2.8118
Zn 0.1971 -0.9887 -1.7579
H 2.9407 0.0833 2.5057
N 0.9643 -0.2998 -0.0886
C 0.3051 0.5823 0.6842
H -2.2818 -1.0553 -0.3340
H -4.5906 -1.7644 -0.5412
N 1.0214 0.8094 1.7999
C 2.1945 0.0641 1.7256
C 2.1542 -0.6234 0.5599
H 0.8451 1.3251 -2.6123
N 1.0649 0.3922 -2.9730
C -2.1417 -1.3770 -1.3728
H 1.1685 2.6469 2.8373
H 2.8743 -1.3148 0.1414
H -5.1620 -1.7118 -0.0636
H 0.8445 1.2112 3.8498
C 0.6275 1.6912 2.8877
H -2.6110 -0.7500 -2.1410
H 0.8167 0.3554 -3.9617
H 2.0757 0.2543 -2.8885
H -0.6616 1.0407 0.4908
```

Results
strongest force on any atom = 2.6 eV/A
charge = -1
energy above the lowest of the compared OMol25 structures with the same formula, charge and spin = 0.0 kJ/mol
M = 181.6 g/mol
HOMO-LUMO gap (spin up / spin down) = 3.56 / 2.29 eV

DFT (ωB97M-V with the def2-TZVPD basis set) results for a cluster of 2 separate species, C5H14NO in total at a distorted geometry.

Geometry as XYZ:
```
21
Properties=species:S:1:pos:R:3
O -0.5140 -0.8361 -1.2106
H -1.1009 1.7414 2.0351
H 1.5661 -0.8208 -1.5531
C -0.1942 1.5272 0.2255
H 1.7020 1.7278 1.1914
H 0.5834 -1.8904 -2.5921
H -2.4829 -0.2478 1.9714
H -0.9451 2.1281 -0.3456
H 0.2299 -3.4311 -0.6624
C 1.0875 2.2770 0.4592
H 1.6689 2.3349 -0.4856
H -1.6179 -0.6036 0.3631
H -2.8280 0.7363 0.5165
N -0.8065 0.9664 1.4542
C -2.0462 0.1738 1.0860
C 1.0062 -2.6715 -0.6533
H 1.8240 -3.2548 -1.0801
H 1.1429 -2.3344 0.3906
H 0.9127 3.3662 0.7942
C 0.6721 -1.5065 -1.5522
H 0.1400 0.6178 -0.3522
```

Results
strongest force on any atom = 2.5 eV/A
2S+1 = 2
energy above the lowest of the compared OMol25 structures with the same formula, charge and spin = 175.8 kJ/mol
M = 104.2 g/mol
HOMO-LUMO gap (spin up / spin down) = 9.80 / 7.15 eV

DFT (ωB97M-V with the def2-TZVPD basis set) results for a cluster of 2 separate species, C5H14NO in total at a distorted geometry.

Geometry as XYZ:
```
21
Properties=species:S:1:pos:R:3
C -2.0947 -0.0976 -0.9635
H -0.4081 0.0753 0.9042
C 0.2335 -0.1640 0.0529
H 1.6379 -1.0021 1.3595
H 0.4970 -2.1121 0.9760
H -0.6123 -1.4886 -1.4612
O 2.0614 1.8232 2.1703
C 1.0931 -1.3497 0.4700
H -0.1418 -0.0884 -2.0902
H 2.7698 2.4959 2.1572
H 1.8247 0.8115 -0.7060
H 1.6284 1.9387 3.0535
H -2.7137 -2.0552 -1.3103
H 1.3498 1.5269 0.7108
H 0.4416 1.7453 -0.7808
N 0.9976 1.1199 -0.1946
C -0.6691 -0.4186 -1.1984
C -3.0311 -1.0478 -1.0754
H -2.4215 0.9069 -0.7121
H -4.0805 -0.7997 -1.0210
H 1.6381 -1.8200 -0.3412
```

Results
strongest force on any atom = 2.1 eV/A
charge = +1
energy above the lowest of the compared OMol25 structures with the same formula, charge and spin = 133.0 kJ/mol
M = 104.2 g/mol
HOMO-LUMO gap = 9.98 eV

DFT (ωB97M-V with the def2-TZVPD basis set) results for a cluster of 2 separate species, C5H14NO in total.

Geometry as XYZ:
```
21
Properties=species:S:1:pos:R:3
O 1.1624 -1.1674 0.4747
H -2.2158 -0.5602 -0.1569
C 0.4042 -1.1122 -1.7437
H -0.9993 0.4390 2.3382
H -0.1723 -0.2026 1.0460
H -2.1191 -1.5130 1.3323
H -3.1263 -0.0399 1.2713
H -0.4961 -1.6610 -1.5135
H -0.1226 2.1735 0.9903
N -1.0442 0.3006 1.3301
H 0.5653 -0.7875 -2.7602
C -2.2183 -0.5140 0.9267
C 1.3444 -0.8098 -0.8636
H 3.4272 -0.2335 -0.6326
C 2.5148 0.0796 -1.1366
H 1.9372 -0.8671 0.9677
C -1.0011 1.6331 0.6474
H 2.6969 0.1215 -2.2039
H 2.2807 1.0933 -0.8073
H -0.9237 1.4349 -0.4177
H -1.8943 2.1926 0.9114
```

Results
strongest force on any atom = 0.7 eV/A
charge = +1
energy above the lowest of the compared OMol25 structures with the same formula, charge and spin = 118.7 kJ/mol
M = 104.2 g/mol
HOMO-LUMO gap = 9.87 eV

DFT (ωB97M-V with the def2-TZVPD basis set) results for a cluster of 4 separate species, C5H14NO in total at a distorted geometry.

Geometry as XYZ:
```
21
Properties=species:S:1:pos:R:3
H 0.3921 -0.1266 0.3882
C -0.0996 0.8853 0.1944
H -0.6105 2.2102 -1.4843
C -2.1455 -1.5666 0.0628
H 0.6734 1.5856 0.7336
H -2.7620 -2.4144 0.2863
H -1.7676 1.5783 1.6011
H -1.6131 -0.1465 -1.8325
C -1.5124 0.8468 0.7694
N 2.8962 -0.3621 1.2651
H 3.6730 -0.0943 1.8667
H 2.0347 -0.9727 -1.9192
H 0.6853 0.8721 -1.8571
H -1.2543 -1.7727 -0.4862
O 2.0737 -0.3053 -1.2849
C -0.2484 1.1549 -1.2987
C -2.2693 -0.3887 0.7154
H -1.0853 0.4524 -1.5530
H 2.8435 -0.0413 0.3248
H -3.0725 -0.3724 1.4449
H 2.6520 -1.3707 1.2500
```

Results
strongest force on any atom = 5.6 eV/A
charge = +1
energy above the lowest of the compared OMol25 structures with the same formula, charge and spin = 1186.7 kJ/mol
M = 104.2 g/mol
HOMO-LUMO gap = 3.74 eV

DFT (ωB97M-V with the def2-TZVPD basis set) results for a cluster of 2 separate species, C5H14NO in total at a distorted geometry.

Geometry as XYZ:
```
21
Properties=species:S:1:pos:R:3
H -0.2348 -0.3578 1.7057
H 2.1328 0.4847 -0.5651
H 0.9273 -1.6737 0.8924
C 1.1444 -1.9119 -0.1422
C -1.0278 0.2345 1.2545
H 0.4098 1.5612 0.5183
H 2.5907 1.6433 0.2111
O 1.8637 1.4073 -0.3919
H -0.1506 2.0487 1.9581
H -1.8536 -1.3052 0.1281
H -1.8908 0.2970 1.9080
H -2.4208 0.2665 -0.2693
H -1.1414 -0.7854 -2.1749
N -0.4732 1.6450 1.0831
H -0.1889 0.5929 -1.5053
C -0.5955 -0.4061 -1.3258
H 2.0694 -2.4641 -0.2748
C 0.5882 -1.3572 -1.2096
H -1.1193 2.1332 0.4684
C -1.4994 -0.2976 -0.0946
H 0.8699 -1.7551 -2.1743
```

Results
strongest force on any atom = 1.9 eV/A
charge = +1
energy above the lowest of the compared OMol25 structures with the same formula, charge and spin = 138.4 kJ/mol
M = 104.2 g/mol
HOMO-LUMO gap = 10.34 eV

DFT (ωB97M-V with the def2-TZVPD basis set) results for a cluster of 2 separate species, C5H14NO in total at a distorted geometry.

Geometry as XYZ:
```
21
Properties=species:S:1:pos:R:3
H -0.1942 -0.5376 -1.8737
H 2.1843 -0.0281 -1.5988
H -0.9553 2.3093 -0.0387
O -2.4746 0.7352 0.6666
H -0.8336 -2.4278 -0.1968
H -0.2993 -0.5703 1.5706
C 0.0318 1.9290 -0.2908
H 0.8968 -2.2371 -0.5659
H -1.2756 -0.0335 -0.6282
H 1.1131 -1.4419 1.6788
C -0.2748 -0.4554 -0.7574
H -0.3773 -2.0956 2.0354
C 0.6179 0.7346 -0.4529
H 0.5411 2.9070 -0.3983
H 2.3606 1.5767 -1.3394
C 0.0215 -1.7729 -0.0916
C 2.0894 0.7053 -0.7605
N 0.1342 -1.4917 1.3907
H -2.9875 0.3974 1.4209
H 2.7501 0.5205 0.0980
H -3.0687 1.2769 0.1321
```

Results
strongest force on any atom = 2.2 eV/A
charge = +1
energy above the lowest of the compared OMol25 structures with the same formula, charge and spin = 224.7 kJ/mol
M = 104.2 g/mol
HOMO-LUMO gap = 9.40 eV

DFT (ωB97M-V with the def2-TZVPD basis set) results for a cluster of 2 separate species, C5H14NO in total at a distorted geometry.

Geometry as XYZ:
```
21
Properties=species:S:1:pos:R:3
H -2.4431 0.3417 1.2377
C -2.1854 -0.0165 0.2347
H 4.1052 -0.5218 -1.5434
C -3.3203 -0.1121 -0.7400
C 0.9805 0.6688 1.0778
H -4.2869 -0.0295 -0.1984
H 0.4577 1.4931 1.5705
H 2.0074 0.5348 1.4707
H 1.8196 1.9629 -0.3894
H 1.8514 0.3007 -0.8154
N 1.3220 1.0490 -0.3501
H 0.7139 -1.4906 0.9935
H -3.3151 -1.1196 -1.1906
H -0.3838 -0.6381 2.0869
C -0.9350 -0.4480 0.0091
H -0.8115 -0.9457 -0.9537
C 0.0836 -0.5838 1.1124
H 3.7435 -1.4873 -0.3915
O 3.4371 -0.6757 -0.8629
H -3.2423 0.6257 -1.5521
H 0.4012 1.0920 -0.8057
```

Results
strongest force on any atom = 1.8 eV/A
charge = +1
energy above the lowest of the compared OMol25 structures with the same formula, charge and spin = 105.4 kJ/mol
M = 104.2 g/mol
HOMO-LUMO gap = 10.14 eV

DFT (ωB97M-V with the def2-TZVPD basis set) results for a cluster of 2 separate species, C5H14NO in total at a distorted geometry.

Geometry as XYZ:
```
21
Properties=species:S:1:pos:R:3
H 0.7140 0.8430 1.3799
C 0.2969 -0.0964 3.2400
C -0.1086 0.2645 1.8088
H 0.9125 -0.2059 -0.8343
C -0.2144 -0.9643 0.9028
C 0.0547 -0.8178 -0.5519
H -1.9798 -0.6888 -1.0246
H 1.5672 0.3086 -4.0897
H -2.2451 1.2706 -2.1007
C -1.2579 0.8607 -1.9436
H -1.0275 0.8667 1.8019
H -0.2182 -0.9990 3.5810
H -0.0081 0.6610 3.9562
H 0.0557 -1.8045 -1.0233
H -1.1485 -1.4936 1.1180
H 2.4129 1.5254 -3.7144
H -0.4313 1.5055 -2.2187
H 1.3838 -0.1810 3.1777
N -1.1163 -0.2247 -1.3079
O 1.7123 0.9311 -3.3896
H 0.6458 -1.5611 1.2327
```

Results
strongest force on any atom = 2.4 eV/A
charge = +1
energy above the lowest of the compared OMol25 structures with the same formula, charge and spin = 164.2 kJ/mol
M = 104.2 g/mol
HOMO-LUMO gap = 10.38 eV

DFT (ωB97M-V with the def2-TZVPD basis set) results for a cluster of 2 separate species, C5H14NO in total at a distorted geometry.

Geometry as XYZ:
```
21
Properties=species:S:1:pos:R:3
O 2.6107 1.1437 1.5189
C -1.8312 0.2787 -1.2102
H 2.4353 1.3297 2.4562
C -1.5249 -0.9770 -0.3304
C 0.5635 -1.2515 1.3412
H -2.4202 -1.2121 0.2530
H -0.3539 1.8104 -1.8952
H 1.0253 -2.1351 0.8524
H 1.2996 -0.2506 -1.0292
C -0.2219 -0.4409 0.4118
N 0.5352 0.3040 -0.6188
H -1.2777 -1.9585 -0.7753
H 2.8164 2.0424 1.1759
H 1.0377 1.0494 -0.1181
H -2.4704 0.0076 -2.0364
H -0.7705 0.3487 0.9726
H -0.1692 0.1934 -2.5808
H -0.0266 -1.4446 2.2307
C -0.4476 0.7534 -1.6908
H 1.4410 -0.5856 1.5980
H -2.2507 0.9945 -0.5255
```

Results
strongest force on any atom = 2.2 eV/A
2S+1 = 2
charge = +2
energy above the lowest of the compared OMol25 structures with the same formula, charge and spin = 225.2 kJ/mol
M = 104.2 g/mol
HOMO-LUMO gap (spin up / spin down) = 12.87 / 4.99 eV